Record 1
{
  "formula": "C45H44N7SbSeV",
  "method": "ωB97M-V/def2-TZVPD",
  "orbital_gap_ha": [0.21462, 0.24996],
  "e_above_lowest_kcal_mol": 87.6,
  "homo_ha": [-0.348, -0.366],
  "multiplicity": 3,
  "total_charge": 1,
  "elements": ["V", "C", "C", "C", "N", "C", "C", "C", "C", "C", "C", "C", "N", "C", "C", "C", "N", "C", "C", "C", "C", "C", "C", "C", "N", "C", "C", "H", "H", "H", "H", "H", "H", "H", "H", "H", "H", "H", "H", "H", "H", "H", "H", "H", "H", "H", "H", "H", "H", "H", "H", "H", "H", "C", "C", "C", "C", "C", "C", "Sb", "C", "C", "C", "C", "C", "C", "C", "C", "C", "C", "C", "C", "H", "H", "H", "H", "H", "H", "H", "H", "H", "H", "H", "H", "H", "H", "H", "Se", "N", "C", "C", "C", "C", "N", "C", "N", "H", "H", "H"],
  "coordinates": [[-0.010908, -0.340551, 0.138985], [-1.605448, -0.039561, 3.956264], [-0.725198, 1.163491, 4.299211], [0.372211, 1.461935, 3.258587], [-0.134992, 1.348823, 1.894222], [-0.967344, 2.273696, 1.511097], [-1.112135, 3.550173, 2.160853], [-2.168916, 4.400806, 2.221840], [-3.441545, 4.241647, 1.631424], [-3.725544, 3.408564, 0.591964], [-2.864592, 2.536029, -0.104893], [-1.639728, 2.010457, 0.242891], [-0.955521, 1.131467, -0.545203], [-1.206525, 1.202292, -1.983547], [-2.160092, 0.117775, -2.484581], [-1.571101, -1.261047, -2.217585], [-1.323979, -1.467353, -0.797269], [-1.883729, -2.472473, -0.136913], [-2.980217, -3.212476, -0.628614], [-3.546184, -4.391663, -0.198242], [-3.144371, -5.236520, 0.829204], [-2.133643, -4.990578, 1.732612], [-1.367870, -3.845167, 1.916867], [-1.278138, -2.660489, 1.179603], [-0.501684, -1.621056, 1.533449], [0.102667, -1.628611, 2.860507], [-0.888691, -1.386606, 4.007060], [-2.043003, 0.093196, 2.964465], [-2.433402, -0.064571, 4.667059], [-0.245143, 1.003587, 5.267841], [-1.370173, 2.039506, 4.392960], [1.206679, 0.779284, 3.400746], [0.793480, 2.451019, 3.452358], [-0.234891, 3.863316, 2.713638], [-2.034755, 5.287973, 2.830015], [-4.232541, 4.889292, 1.987529], [-4.732174, 3.463400, 0.194126], [-3.291327, 2.143028, -1.018927], [-0.247601, 1.083015, -2.472549], [-1.578356, 2.191157, -2.255936], [-2.310510, 0.246559, -3.557546], [-3.132151, 0.190944, -1.988922], [-0.616120, -1.341959, -2.738656], [-2.209771, -2.036363, -2.633776], [-3.466949, -2.783795, -1.493619], [-4.398169, -4.731337, -0.775619], [-3.674250, -6.174706, 0.931296], [-1.927059, -5.786755, 2.438593], [-0.696249, -3.911847, 2.760724], [0.869479, -0.866348, 2.868552], [0.626012, -2.572748, 3.042337], [-0.343910, -1.481112, 4.950581], [-1.643878, -2.175805, 3.988870], [6.301357, 1.591938, 4.710835], [5.181310, 0.856536, 5.071300], [4.239863, 0.517903, 4.110120], [4.417471, 0.904346, 2.784918], [5.533427, 1.652839, 2.431426], [6.474404, 1.992103, 3.393668], [2.980270, 0.268439, 1.322583], [3.683674, 1.376312, -0.367025], [2.853229, 2.410027, -0.787642], [3.226997, 3.221532, -1.848488], [4.420371, 2.981719, -2.512027], [5.246966, 1.941889, -2.106885], [4.886846, 1.146577, -1.027728], [3.801731, -1.705358, 1.071720], [4.027543, -2.592742, 2.044548], [4.010529, -4.035726, 1.772927], [3.740963, -4.551196, 0.570738], [3.577213, -3.692727, -0.646490], [3.450707, -2.199647, -0.286120], [7.038319, 1.856520, 5.457639], [5.041906, 0.552098, 6.100760], [3.360072, -0.049972, 4.399493], [5.662664, 1.975983, 1.405849], [7.345235, 2.569946, 3.111578], [1.908356, 2.584881, -0.280785], [2.581235, 4.033287, -2.160062], [4.712160, 3.613121, -3.341642], [6.179703, 1.760909, -2.625850], [5.549253, 0.351245, -0.702594], [4.188135, -2.272581, 3.069086], [4.181823, -4.698448, 2.612954], [3.699879, -5.624430, 0.419734], [4.348549, -3.943372, -1.378261], [3.845261, -1.554184, -1.071948], [2.139184, 0.107734, -4.532403], [2.413260, -1.619314, -4.403832], [2.141410, -2.004542, -3.153112], [2.198006, -3.312670, -2.718970], [2.132749, -3.617319, -1.271620], [1.913716, -2.329390, -0.425389], [1.271611, -1.145550, -0.970917], [1.671920, -0.903087, -2.264223], [1.616861, 0.266766, -2.823941], [2.396751, -4.110403, -3.423068], [1.481388, -4.468821, -1.055903], [1.479817, -2.579311, 0.540479]],
  "atomic_forces_ev_per_a": [[-0.1, 0.4, 1.2], [0.1, 0.0, 0.1], [0.0, 0.0, -0.3], [0.0, 0.0, 0.2], [-0.4, -0.2, -0.5], [0.1, -0.3, 0.1], [0.0, 0.3, 0.1], [0.1, -0.2, 0.0], [-0.2, -0.1, -0.2], [-0.1, 0.4, 0.3], [0.3, -0.4, -0.1], [-0.4, 0.7, 0.2], [0.3, 0.2, -0.6], [-0.5, -0.3, -0.3], [0.1, 0.0, 0.2], [-0.2, 0.2, -0.1], [-0.5, -0.4, 0.0], [0.2, 0.0, 0.0], [-0.2, -0.1, -0.1], [0.1, 0.1, 0.0], [0.1, -0.1, 0.2], [-0.2, -0.1, -0.1], [0.2, 0.3, -0.1], [-0.3, -0.5, 0.0], [-0.1, 0.0, 0.0], [0.0, 0.0, 0.3], [-0.1, 0.0, -0.2], [-0.1, 0.0, 0.0], [0.0, 0.0, 0.0], [0.0, 0.1, 0.0], [0.0, 0.0, 0.1], [0.0, 0.1, -0.1], [0.1, 0.0, 0.0], [0.0, 0.0, 0.0], [0.0, 0.0, 0.0], [0.0, 0.0, 0.0], [0.0, 0.0, 0.0], [0.0, 0.0, 0.0], [0.0, 0.0, -0.1], [0.0, 0.0, 0.2], [0.0, 0.0, 0.0], [0.0, 0.0, -0.1], [0.0, 0.0, 0.0], [0.0, 0.0, 0.0], [0.0, 0.0, 0.0], [0.0, 0.0, 0.0], [0.0, 0.0, 0.0], [0.0, 0.0, 0.0], [0.0, 0.1, 0.0], [0.0, -0.1, 0.0], [0.1, 0.0, -0.1], [0.0, 0.0, 0.0], [0.0, 0.0, 0.1], [0.0, 0.0, 0.0], [0.0, 0.0, 0.0], [-0.1, 0.0, 0.0], [-0.3, 0.0, -0.1], [0.0, 0.0, 0.0], [0.0, 0.0, 0.0], [1.0, 0.0, 0.1], [-0.1, -0.3, 0.3], [0.1, 0.0, 0.1], [-0.1, 0.0, 0.0], [0.0, 0.0, 0.0], [0.1, 0.0, 0.0], [0.0, 0.0, -0.1], [-0.2, 0.2, -0.2], [0.2, 0.3, 0.0], [-0.1, -0.2, 0.0], [0.0, 0.0, -0.1], [0.0, 0.0, 0.1], [-0.1, -0.1, 0.2], [0.0, 0.0, 0.0], [0.0, 0.0, 0.0], [0.0, 0.0, 0.0], [0.1, 0.0, 0.0], [0.0, 0.0, 0.0], [0.0, 0.0, 0.0], [0.0, 0.0, 0.0], [0.0, 0.0, 0.0], [0.0, 0.0, 0.0], [0.0, 0.0, 0.0], [0.0, 0.0, 0.0], [0.0, 0.0, 0.0], [0.1, 0.0, 0.1], [0.0, 0.0, 0.0], [0.0, 0.0, 0.0], [0.0, 0.5, -0.2], [0.1, -0.7, 0.0], [-0.3, 0.4, 0.0], [0.1, -0.4, 0.1], [-0.1, 0.0, 0.0], [0.5, 0.0, -0.1], [0.5, 0.1, -0.1], [0.2, 0.2, -0.9], [-0.1, 0.0, 0.6], [0.0, 0.1, 0.0], [0.0, 0.0, 0.0], [0.0, 0.0, 0.0]],
  "lowdin_spin": [1.105, 0.000, 0.000, -0.001, -0.006, 0.001, -0.003, 0.001, -0.005, 0.001, -0.006, 0.004, -0.023, 0.004, -0.001, 0.004, -0.012, 0.004, -0.007, 0.002, -0.007, 0.003, -0.006, 0.006, -0.009, 0.002, 0.000, 0.000, 0.000, 0.000, 0.000, 0.000, 0.000, 0.000, 0.000, 0.000, 0.000, -0.001, 0.001, 0.000, 0.000, 0.000, 0.000, 0.000, 0.000, 0.000, 0.000, 0.000, 0.000, 0.000, 0.000, 0.000, 0.000, 0.000, 0.000, 0.000, 0.001, 0.000, 0.000, 0.002, 0.000, 0.000, 0.000, 0.001, 0.001, 0.000, -0.001, 0.001, 0.003, 0.004, 0.036, 0.000, 0.000, 0.000, 0.000, 0.000, 0.000, 0.000, 0.000, 0.000, 0.000, 0.000, 0.000, 0.000, 0.000, 0.002, 0.001, 0.173, 0.276, 0.018, 0.390, 0.056, 0.001, -0.028, 0.011, -0.030, 0.017, 0.011, 0.000]
}



Record 2
{
  "formula": "C45H44P2Re",
  "method": "ωB97M-V/def2-TZVPD",
  "orbital_gap_ha": [0.23736, 0.14080],
  "e_above_lowest_kcal_mol": 0.0,
  "homo_ha": [-0.449, -0.448],
  "multiplicity": 4,
  "total_charge": 2,
  "elements": ["Re", "C", "C", "C", "C", "C", "C", "C", "C", "C", "H", "H", "H", "H", "H", "H", "H", "H", "H", "H", "H", "H", "H", "H", "H", "P", "P", "C", "C", "C", "C", "C", "C", "C", "C", "C", "C", "C", "C", "C", "C", "C", "C", "C", "C", "C", "C", "C", "C", "C", "C", "C", "C", "H", "H", "H", "H", "H", "H", "H", "H", "H", "H", "H", "H", "H", "H", "H", "H", "H", "H", "H", "H", "H", "H", "C", "C", "C", "C", "C", "C", "C", "C", "C", "C", "H", "H", "H", "H", "H", "H", "H"],
  "coordinates": [[0.000000, 0.000000, 0.000000], [-2.054200, -0.080400, 0.857500], [-2.162900, -0.402400, -0.491400], [-2.650600, 0.544100, -1.575900], [-1.503600, 1.303100, -2.286900], [-0.373800, 1.716000, -1.369800], [-0.502600, 2.197300, -0.071100], [-1.823700, 2.467700, 0.629800], [-2.321800, 1.272600, 1.478500], [2.056600, 0.263000, -0.129500], [-2.008300, -0.906700, 1.564500], [-2.163100, -1.459400, -0.747400], [-3.369600, 1.250800, -1.152500], [-3.197200, -0.036800, -2.326100], [-1.075800, 0.652800, -3.057500], [-1.908600, 2.181500, -2.812200], [0.584100, 1.867400, -1.864100], [0.374600, 2.663700, 0.371100], [-2.580100, 2.753100, -0.106500], [-1.697700, 3.331800, 1.290600], [-1.812000, 1.292200, 2.447800], [-3.395700, 1.388900, 1.690500], [2.569000, -0.182800, 0.729100], [2.326300, 1.325100, -0.193500], [2.418300, -0.241700, -1.035000], [0.124200, -2.537700, -9.458500], [2.253300, 0.550100, -9.723100], [-0.237200, -0.869900, -10.076600], [0.491800, 0.264700, -10.054800], [-0.805900, -3.667600, -10.555000], [-1.974500, -3.293700, -11.233500], [-2.622700, -4.202300, -12.069300], [-2.118100, -5.494000, -12.225700], [-0.960000, -5.877100, -11.546500], [-0.302900, -4.965600, -10.723200], [-0.916800, -2.505500, -7.937900], [-0.521200, -1.656600, -6.891300], [-1.243000, -1.608700, -5.701000], [-2.358900, -2.429800, -5.525200], [-2.745300, -3.293400, -6.549400], [-2.033100, -3.330200, -7.749300], [2.718300, 1.325900, -11.329100], [2.719000, 0.510500, -12.472800], [3.091000, 1.023500, -13.713200], [3.495400, 2.355200, -13.827600], [3.521000, 3.166000, -12.693400], [3.132500, 2.658200, -11.452600], [2.299900, 1.965500, -8.566200], [3.391900, 2.049800, -7.690700], [3.488600, 3.099500, -6.780200], [2.484000, 4.067500, -6.723100], [1.390300, 3.988600, -7.586300], [1.299600, 2.946400, -8.508300], [-1.271200, -0.784600, -10.414900], [-0.002200, 1.174400, -10.400100], [-2.369900, -2.290600, -11.105700], [-3.519400, -3.899100, -12.602500], [-2.623900, -6.199200, -12.879500], [-0.560600, -6.879700, -11.671400], [0.616600, -5.248700, -10.218000], [0.362600, -1.032300, -7.007600], [-0.927500, -0.938700, -4.905600], [-2.917600, -2.400100, -4.594100], [-3.610300, -3.938600, -6.420100], [-2.349900, -3.998800, -8.543700], [2.431400, -0.535800, -12.389600], [3.076500, 0.380100, -14.589100], [3.794300, 2.754200, -14.792700], [3.837800, 4.202700, -12.772400], [3.146200, 3.301900, -10.578700], [4.154700, 1.276300, -7.716800], [4.337700, 3.153900, -6.104600], [2.550700, 4.879000, -6.003800], [0.603400, 4.736000, -7.538900], [0.452500, 2.887300, -9.184700], [2.028200, -3.352100, 3.967100], [1.564200, -3.404800, 2.649800], [1.061200, -2.255700, 2.030100], [1.024300, -1.040100, 2.726500], [0.558100, 0.127200, 2.090000], [0.600500, 1.339300, 2.821300], [1.043900, 1.377100, 4.141800], [1.490900, 0.222200, 4.765000], [1.497300, -0.990400, 4.065700], [1.992900, -2.150700, 4.676400], [2.422700, -4.241800, 4.440200], [1.600400, -4.339200, 2.105900], [0.714700, -2.314100, 1.005600], [0.295000, 2.277900, 2.410100], [1.055800, 2.317600, 4.679500], [1.849400, 0.277000, 5.786300], [2.364700, -2.123200, 5.694400]],
  "atomic_forces_ev_per_a": [[2.9, 0.8, 1.7], [-1.8, -0.2, -0.2], [-0.9, 0.1, 0.5], [0.0, 0.2, -0.1], [-0.2, -0.1, 0.0], [0.2, -0.8, -0.1], [0.0, -0.4, 1.0], [-0.2, 0.1, 0.1], [-0.1, 0.2, 0.1], [0.4, -0.2, -0.4], [0.1, 0.0, 0.0], [-0.1, -0.1, 0.0], [0.1, -0.2, -0.1], [0.1, 0.1, 0.1], [-0.1, 0.1, 0.0], [0.1, -0.2, 0.1], [0.0, 0.1, 0.0], [-0.1, 0.0, -0.2], [0.2, 0.0, 0.1], [0.0, -0.1, -0.1], [-0.2, -0.1, -0.2], [0.2, -0.1, -0.1], [0.2, 0.1, -0.3], [0.1, -0.2, 0.0], [0.1, 0.0, -0.2], [0.4, -0.4, 0.4], [-0.7, 1.6, -1.1], [0.1, 1.2, 0.0], [-1.0, -1.6, -0.2], [0.0, 0.0, -0.3], [0.2, -0.2, 0.0], [0.1, 0.0, 0.1], [0.2, 0.1, 0.2], [-0.2, 0.2, 0.0], [-0.1, 0.2, 0.0], [0.0, 0.1, 0.3], [-0.2, -0.1, 0.0], [0.0, -0.2, -0.2], [0.2, 0.0, -0.3], [0.1, 0.1, 0.0], [0.1, 0.1, 0.1], [0.3, -0.7, 0.3], [0.1, -0.1, -0.4], [-0.1, -0.1, 0.2], [-0.1, -0.2, 0.2], [-0.2, -0.1, 0.3], [0.3, 0.3, 0.0], [0.3, -0.2, 0.6], [-0.1, 0.0, -0.1], [-0.2, 0.1, 0.0], [0.1, -0.3, -0.1], [0.1, -0.2, -0.1], [0.0, -0.1, 0.0], [0.1, 0.3, 0.0], [0.1, 0.0, 0.0], [-0.1, -0.2, -0.1], [0.1, -0.1, 0.1], [0.1, 0.1, 0.1], [-0.1, 0.2, 0.0], [-0.1, 0.0, -0.1], [-0.1, 0.0, 0.0], [0.0, -0.1, -0.1], [0.0, 0.0, -0.1], [0.1, 0.1, 0.0], [0.0, 0.1, 0.1], [0.0, 0.1, 0.0], [0.0, 0.1, 0.2], [0.0, -0.1, 0.2], [-0.1, -0.2, 0.0], [0.1, 0.0, -0.1], [0.0, 0.1, 0.0], [-0.1, 0.0, -0.1], [0.0, -0.1, -0.1], [0.1, -0.1, -0.1], [0.1, 0.1, 0.2], [0.0, 1.0, 0.8], [-0.5, 0.8, -0.9], [0.7, -1.2, 1.1], [-0.1, -0.2, -0.3], [-0.9, 2.6, -0.7], [0.1, -1.4, -0.5], [0.3, -0.6, 0.6], [-0.3, 1.2, -0.2], [0.0, -0.1, 0.1], [0.1, -1.5, -0.7], [0.0, 0.0, 0.0], [0.0, 0.0, 0.0], [-0.1, -0.1, -0.4], [-0.2, 0.3, -0.4], [0.0, 0.0, 0.0], [0.0, -0.2, -0.1], [-0.1, 0.1, -0.1]],
  "lowdin_spin": [1.600, 0.109, 0.070, 0.014, 0.000, -0.030, -0.019, 0.003, 0.020, 0.021, 0.012, 0.014, 0.001, 0.002, 0.000, -0.002, 0.002, 0.003, 0.000, -0.001, 0.001, 0.006, 0.009, 0.016, 0.004, 0.117, 0.401, 0.009, 0.064, 0.019, 0.004, 0.001, 0.001, 0.000, 0.003, 0.013, 0.009, -0.001, 0.012, 0.000, 0.009, 0.074, 0.044, -0.002, 0.062, 0.005, 0.040, 0.051, 0.012, -0.001, 0.004, 0.004, 0.012, 0.008, 0.017, 0.000, 0.000, 0.000, 0.000, 0.001, -0.001, 0.000, 0.001, 0.000, 0.000, 0.001, -0.001, 0.003, 0.000, 0.001, 0.003, 0.000, 0.000, 0.001, 0.000, -0.008, 0.021, -0.004, 0.008, -0.047, 0.062, -0.003, 0.086, -0.001, 0.025, -0.001, 0.001, 0.000, 0.003, -0.002, 0.004, 0.001]
}